Record 1
45
Properties=species:S:1:pos:R:3:forces:R:3 method="wB97M-V/def2-TZVPD" homo_lumo_gap_ha=0.3050 charge=0 smiles="C[N+](=O)[O-].C[N+](=O)[O-].C[N+](=O)[O-].CO.CO.CO.CO" multiplicity=1 total_energy_ha=-1197.7788
C -0.791517 0.107405 0.092657 1.02 0.77 -2.82
N 0.290438 0.055387 -0.976919 -1.57 0.00 0.26
O 0.648065 -1.067497 -1.347247 -3.62 1.71 -0.05
O 0.745153 1.165187 -1.352928 -1.92 -4.04 1.19
H -1.171128 1.118293 -0.056048 0.37 -0.63 0.39
H -0.207297 -0.065255 0.996520 -0.37 -0.14 -0.82
H -1.583871 -0.593115 -0.171023 1.31 0.40 0.02
C 2.958143 -0.512679 -1.936597 0.83 0.73 0.34
N 3.282761 -1.661392 -2.804274 0.24 -1.66 -3.02
O 4.016735 -1.311617 -3.716470 0.56 -0.21 -0.03
O 2.764845 -2.816799 -2.863248 0.54 2.94 1.88
H 1.869371 -0.471701 -1.968425 2.23 0.03 -0.02
H 3.352360 0.424346 -2.329880 0.36 -1.12 -0.55
H 3.470360 -0.546105 -0.975027 -0.59 -0.81 0.17
C -3.657728 -1.627691 1.610624 -1.15 -0.27 0.86
N -3.029744 -1.811571 0.292650 -1.16 -1.13 -0.39
O -3.379873 -1.029594 -0.633796 1.20 -2.93 1.35
O -2.262933 -2.784281 0.281556 -0.86 2.23 -1.27
H -3.959022 -2.611476 1.970469 0.32 -0.07 -0.16
H -4.581341 -1.050320 1.569612 0.44 0.35 -0.31
H -2.923289 -1.227595 2.309636 -0.58 -0.11 -0.54
C 2.131405 -1.431996 0.956517 -1.60 0.52 -0.58
O 3.321677 -2.148056 0.928038 0.48 -0.04 0.16
H 2.198579 -0.344509 0.925687 1.26 0.65 0.58
H 1.584962 -1.490576 0.015197 0.63 -1.47 0.74
H 1.393664 -1.580372 1.745066 0.98 -1.09 -0.05
H 3.407611 -2.693743 1.713177 -0.06 0.12 -0.01
C 2.426316 2.571030 -2.578315 -0.53 2.05 0.09
O 3.371819 3.241948 -1.743347 0.85 -0.23 0.07
H 1.578675 2.342461 -1.932279 1.22 0.51 -1.45
H 2.086374 3.298318 -3.315606 -0.07 -0.07 -0.52
H 2.862692 1.722222 -3.104812 -0.12 0.48 0.26
H 2.868226 3.867516 -1.217362 0.12 0.00 0.00
C -1.123362 -0.024322 2.801459 0.36 -0.03 0.97
O 0.237532 -0.355422 2.467197 -1.33 0.29 1.70
H -1.703754 0.287785 1.933214 0.22 0.35 0.35
H -1.606687 -0.931302 3.164630 0.67 0.05 0.43
H -1.169885 0.749095 3.568104 -0.07 -0.04 -0.05
H 0.803609 0.419690 2.485822 0.04 0.28 0.33
C -3.725019 1.670816 0.526870 -2.05 -0.76 -0.11
O -2.604662 2.242101 1.066099 1.58 1.03 0.61
H -4.458717 1.647946 1.332633 -0.29 0.23 -0.07
H -4.132601 2.233062 -0.313284 -0.12 0.11 -0.05
H -3.627289 0.628738 0.222574 0.31 0.52 -0.08
H -1.971650 2.395640 0.360881 -0.10 0.47 0.17

Record 2
44
Properties=species:S:1:pos:R:3:forces:R:3 method="wB97M-V/def2-TZVPD" homo_lumo_gap_ha=0.3474 charge=0 smiles="COC[C@H](C)N.NC(N)=O.NC(N)=O.NC(N)=O.O" multiplicity=1 total_energy_ha=-1041.2993
C -3.984882 4.504038 -0.552285 -2.22 -0.01 0.75
O -3.581162 3.172438 -0.736554 1.20 0.14 -0.31
C -2.610660 3.043339 -1.784148 -0.35 0.38 -0.48
C -1.920676 1.688484 -1.704561 -1.39 -0.25 1.73
C -2.887364 0.471962 -1.726393 -0.72 0.86 -1.87
N -1.179696 1.699740 -0.436881 1.25 -0.85 0.17
H -3.255137 5.240078 -0.215594 0.50 -0.25 -0.38
H -4.763041 4.478071 0.219888 0.42 -0.20 0.43
H -4.639069 4.877426 -1.349995 0.80 0.11 -0.71
H -3.116059 3.256463 -2.731040 -0.07 -0.49 -0.23
H -1.851348 3.831271 -1.734384 0.12 0.04 0.46
H -1.218000 1.519658 -2.520582 0.08 0.53 -0.05
H -2.434049 -0.250148 -2.405908 0.00 -0.63 0.69
H -3.794993 0.743600 -2.279648 -0.01 0.17 0.02
H -3.281552 0.085763 -0.791281 0.66 -0.04 0.23
H -1.056153 0.726071 -0.171046 0.34 0.02 0.02
H -1.642635 2.093770 0.373068 -0.58 0.36 -0.48
N 0.542921 -1.537518 -0.985556 -0.27 0.49 -0.92
C 0.603146 -2.017560 0.262528 0.60 -0.77 1.94
N 0.815160 -1.037514 1.199456 -0.87 -1.57 -0.89
O 0.509932 -3.231348 0.521614 -0.42 0.89 0.12
H 1.141868 -0.733550 -1.130752 -0.20 -0.13 -0.64
H 0.330907 -2.232127 -1.681942 0.49 0.27 -0.26
H 0.997020 -0.117375 0.828685 0.39 0.25 0.77
H 0.880705 -1.364038 2.145389 0.38 0.42 0.11
N 1.629130 -3.251547 3.783111 -1.07 0.04 0.06
C 2.883628 -3.614629 3.460739 2.62 0.63 -0.05
N 2.957458 -4.476546 2.421074 -1.17 -0.81 -0.98
O 3.879241 -3.140294 4.014796 -0.72 -0.40 -0.05
H 0.865786 -3.686268 3.292891 -0.21 0.30 0.15
H 1.510645 -2.441305 4.360974 -0.08 -0.13 0.12
H 2.117603 -4.669208 1.895181 -0.01 -0.04 0.09
H 3.740294 -5.004192 2.090768 0.55 0.42 0.59
N 3.821658 2.456871 -0.956462 0.72 -0.78 1.11
C 2.586527 1.973124 -0.606472 -0.05 0.30 -1.18
N 1.575934 2.697359 -1.121866 -1.12 -0.56 0.22
O 2.364563 0.939323 0.029655 0.68 0.51 -0.07
H 4.611895 1.966113 -0.569932 -0.05 -0.03 -0.13
H 3.996916 3.005911 -1.774003 -0.30 0.12 -0.07
H 1.659749 3.610757 -1.522089 0.20 0.07 0.09
H 0.656151 2.323321 -0.856752 -0.15 0.53 -0.15
O 0.502894 -6.054250 0.602613 0.01 0.09 -0.07
H -0.380704 -6.420624 0.509692 0.03 -0.02 0.04
H 0.415447 -5.124910 0.334006 -0.01 0.05 0.06

Q: Look up the charge of the first one.
A: 0

What did the second record say?
44
Properties=species:S:1:pos:R:3:forces:R:3 method="wB97M-V/def2-TZVPD" homo_lumo_gap_ha=0.3474 charge=0 smiles="COC[C@H](C)N.NC(N)=O.NC(N)=O.NC(N)=O.O" multiplicity=1 total_energy_ha=-1041.2993
C -3.984882 4.504038 -0.552285 -2.22 -0.01 0.75
O -3.581162 3.172438 -0.736554 1.20 0.14 -0.31
C -2.610660 3.043339 -1.784148 -0.35 0.38 -0.48
C -1.920676 1.688484 -1.704561 -1.39 -0.25 1.73
C -2.887364 0.471962 -1.726393 -0.72 0.86 -1.87
N -1.179696 1.699740 -0.436881 1.25 -0.85 0.17
H -3.255137 5.240078 -0.215594 0.50 -0.25 -0.38
H -4.763041 4.478071 0.219888 0.42 -0.20 0.43
H -4.639069 4.877426 -1.349995 0.80 0.11 -0.71
H -3.116059 3.256463 -2.731040 -0.07 -0.49 -0.23
H -1.851348 3.831271 -1.734384 0.12 0.04 0.46
H -1.218000 1.519658 -2.520582 0.08 0.53 -0.05
H -2.434049 -0.250148 -2.405908 0.00 -0.63 0.69
H -3.794993 0.743600 -2.279648 -0.01 0.17 0.02
H -3.281552 0.085763 -0.791281 0.66 -0.04 0.23
H -1.056153 0.726071 -0.171046 0.34 0.02 0.02
H -1.642635 2.093770 0.373068 -0.58 0.36 -0.48
N 0.542921 -1.537518 -0.985556 -0.27 0.49 -0.92
C 0.603146 -2.017560 0.262528 0.60 -0.77 1.94
N 0.815160 -1.037514 1.199456 -0.87 -1.57 -0.89
O 0.509932 -3.231348 0.521614 -0.42 0.89 0.12
H 1.141868 -0.733550 -1.130752 -0.20 -0.13 -0.64
H 0.330907 -2.232127 -1.681942 0.49 0.27 -0.26
H 0.997020 -0.117375 0.828685 0.39 0.25 0.77
H 0.880705 -1.364038 2.145389 0.38 0.42 0.11
N 1.629130 -3.251547 3.783111 -1.07 0.04 0.06
C 2.883628 -3.614629 3.460739 2.62 0.63 -0.05
N 2.957458 -4.476546 2.421074 -1.17 -0.81 -0.98
O 3.879241 -3.140294 4.014796 -0.72 -0.40 -0.05
H 0.865786 -3.686268 3.292891 -0.21 0.30 0.15
H 1.510645 -2.441305 4.360974 -0.08 -0.13 0.12
H 2.117603 -4.669208 1.895181 -0.01 -0.04 0.09
H 3.740294 -5.004192 2.090768 0.55 0.42 0.59
N 3.821658 2.456871 -0.956462 0.72 -0.78 1.11
C 2.586527 1.973124 -0.606472 -0.05 0.30 -1.18
N 1.575934 2.697359 -1.121866 -1.12 -0.56 0.22
O 2.364563 0.939323 0.029655 0.68 0.51 -0.07
H 4.611895 1.966113 -0.569932 -0.05 -0.03 -0.13
H 3.996916 3.005911 -1.774003 -0.30 0.12 -0.07
H 1.659749 3.610757 -1.522089 0.20 0.07 0.09
H 0.656151 2.323321 -0.856752 -0.15 0.53 -0.15
O 0.502894 -6.054250 0.602613 0.01 0.09 -0.07
H -0.380704 -6.420624 0.509692 0.03 -0.02 0.04
H 0.415447 -5.124910 0.334006 -0.01 0.05 0.06